DFT (the ωB97M-V functional and the def2-TZVPD basis) results for a structure of composition C3H6N2.

Calculated values
- Strongest force on any atom: 4.97 eV/A
- LUMO energy: 0.272 eV
- Relative energy (zero: lowest compared OMol25 entry of this formula, charge and spin): 441.00 kJ/mol
- Kohn-Sham gap: 0.3600 Eh

Each line ends with the Löwdin charge.
Cartesian coordinates (Å):
N: 0.6790 0.2952 3.0447  0.07
N: -0.3155 0.9838 2.6153  0.06
C: -0.3155 -0.4116 2.2361  -0.26
C: 0.2734 -0.3945 0.3143  -0.12
C: -0.8821 0.1641 -0.5570  -0.13
H: -1.8111 -0.1731 -0.2338  0.04
H: 0.5200 -1.3988 -0.0290  0.06
H: -1.0095 -1.2107 2.5399  0.09
H: -0.7955 1.1982 -0.5449  0.04
H: 1.1387 0.3476 0.5544  0.09
H: -0.6371 -0.2851 -1.5045  0.06